(1)
Here is 5 unconnected molecules or ions with the total composition C13H33Cl3O12S4 at a distorted geometry from the Open Molecules 2025 dataset. Energies are from the ωB97M-V functional and the def2-TZVPD basis.

```
! RIJCOSX wB97M-V def2-TZVPD def2/J DEFGRID3
* xyz 0 1
C -0.8207 -5.2014 -3.4364
C -1.5093 -4.0051 -2.8669
O -0.7082 -3.5471 -1.7697
S -1.1868 -2.2400 -0.9750
C -2.2638 -2.9981 0.2804
O 0.0257 -1.7900 -0.3217
O -1.9259 -1.3219 -1.7680
H 0.2427 -4.8942 -3.6317
H -1.2505 -5.4588 -4.4370
H -0.7366 -6.0437 -2.7652
H -1.6596 -3.2087 -3.6142
H -2.4816 -4.3085 -2.5039
H -2.5995 -2.2930 1.0342
H -1.6669 -3.7675 0.7859
H -3.1910 -3.3266 -0.2152
C -2.5287 1.5742 -0.2058
C -1.6035 1.6359 -1.3450
O -1.4124 3.0408 -1.5476
S -0.5828 3.4327 -2.8414
C -1.7339 3.1129 -4.1908
O -0.4272 4.8672 -2.8403
O 0.5156 2.5559 -3.0430
H -2.1326 2.0086 0.7248
H -2.7168 0.5808 0.1524
H -3.5101 1.9714 -0.4187
H -0.7017 1.1651 -1.0059
H -1.9857 1.0130 -2.1372
H -2.6466 3.7017 -3.9745
H -1.9078 2.0874 -4.2959
H -1.2933 3.4799 -5.1021
C -3.1047 2.5030 5.6380
C -1.7240 2.3304 6.2252
O -1.4666 0.9008 6.3230
S -0.2915 0.5873 7.3074
C 1.1560 0.8260 6.2136
O -0.2323 1.5284 8.3513
O -0.2901 -0.7653 7.6155
H -3.7715 1.7633 6.0558
H -3.2489 2.4667 4.5806
H -3.4888 3.4775 5.9356
H -0.9282 2.7708 5.5870
H -1.7102 2.7201 7.2176
H 0.8107 0.4084 5.2727
H 2.0277 0.3075 6.6052
H 1.2665 1.9311 6.1209
C 2.3555 0.3312 -2.1741
C 3.2051 0.5195 -3.3519
O 3.2489 -0.7385 -4.0433
S 4.6393 -1.5578 -3.9830
C 4.6897 -1.8795 -2.2914
O 4.3577 -2.7487 -4.7275
O 5.7578 -0.7711 -4.3353
H 2.0687 1.2738 -1.6644
H 2.7148 -0.3670 -1.4694
H 1.3916 -0.0188 -2.5458
H 2.8388 1.3128 -3.9599
H 4.2423 0.7568 -2.9836
H 4.9011 -0.9569 -1.7303
H 5.5363 -2.5151 -2.0072
H 3.7417 -2.3221 -2.0312
Cl 0.8153 2.4946 1.2255
C 1.1163 0.7837 1.1780
Cl 0.1580 -0.0348 2.3882
Cl 2.8162 0.4477 1.5534
H 0.8004 0.4112 0.1789
*
```

The value obtained for the total energy is -4391.23255 a.u. Its gap between HOMO and LUMO is 11.1 eV. The SMILES is CCOS(C)(=O)=O.CCOS(C)(=O)=O.CCOS(C)(=O)=O.CCOS(C)(=O)=O.ClC(Cl)Cl.

Results of the Löwdin charge analysis, in e, for atoms 1 through 6:
1. C -0.07
2. C -0.29
3. O -0.25
4. S 0.60
5. C -0.10
6. O -0.31

(2)
Here is a molecular structure, C13H33F3O7Y at a distorted geometry from the Open Molecules 2025 dataset. Energies are from the ωB97M-V functional and the def2-TZVPD basis.

```
! RIJCOSX wB97M-V def2-TZVPD def2/J DEFGRID3
* xyz 1 1
Y -1.6311 -0.8821 -3.1426
C -2.1354 2.1436 -2.3944
O -1.2970 1.9178 -3.5559
O -2.6598 0.9290 -2.1603
C -1.1409 2.6271 -1.3246
F -0.5125 1.5811 -0.7567
F -0.1912 3.4154 -1.8526
F -1.7665 3.3168 -0.3768
C -1.4748 2.7760 -4.6802
C -0.3430 2.6474 -5.6880
H -0.4277 1.7058 -6.2287
H -0.3802 3.5476 -6.2949
H 0.6101 2.6850 -5.1562
H -1.5856 3.8289 -4.4018
H -2.4413 2.5528 -5.1592
H -2.9358 2.8740 -2.5553
C -0.7120 -1.7421 0.1016
O -1.5843 -1.5936 -0.9888
H -0.1030 -2.6535 0.0916
H -0.0484 -0.8880 0.2935
H -1.3585 -1.8201 0.9849
C -4.5941 0.0765 3.8613
C -3.3388 -0.2697 3.0964
O -3.3695 -1.6844 2.7194
H -5.4974 0.0035 3.2565
H -4.5758 1.1430 4.1337
H -4.6977 -0.4420 4.8141
H -2.4299 -0.2152 3.7053
H -3.2124 0.3316 2.2000
H -3.5625 -2.1695 3.5274
C 1.5221 0.7868 2.5576
C 1.5249 1.9456 3.5427
O 0.6709 1.6223 4.6683
H 2.1347 0.9328 1.6673
H 0.4783 0.6068 2.3117
H 2.0290 -0.0310 3.0785
H 1.1108 2.8405 3.0656
H 2.5167 2.1725 3.9370
H 0.0186 2.3228 4.7409
C 2.5121 -1.8017 -2.7061
C 1.7690 -0.4854 -2.6372
O 0.5353 -0.4893 -3.4185
H 3.4620 -1.7278 -2.1861
H 2.6755 -2.1027 -3.7457
H 1.8993 -2.5974 -2.2741
H 2.4114 0.3274 -2.9829
H 1.5459 -0.2064 -1.6089
H 0.7683 -0.4613 -4.3601
C 2.7211 -3.2444 1.4203
C 3.3502 -3.3171 2.7817
O 4.7255 -2.8863 2.6902
H 2.8609 -2.2674 0.9634
H 1.6677 -3.5162 1.5166
H 3.1206 -4.0347 0.7780
H 3.3268 -4.3299 3.1945
H 2.8263 -2.6369 3.4667
H 5.2130 -3.1645 3.4697
*
```

The value obtained for the total energy is -1379.46133 a.u. Its gap between HOMO and LUMO is 6.5 eV. The energy above the lowest of the compared OMol25 structures with the same formula, charge and spin is 37.6 kJ/mol.

Results of the Löwdin charge analysis, in e, for atoms 1 through 6:
1. Y 1.87
2. C -0.40
3. O -0.19
4. O -0.24
5. C -0.56
6. F 0.14

(3)
Here is a molecular structure, C13H33N5OPS2SiTl from the Open Molecules 2025 dataset. Energies are from the ωB97M-V functional and the def2-TZVPD basis.

```
! RIJCOSX wB97M-V def2-TZVPD def2/J DEFGRID3
* xyz 2 1
Tl 0.2599 0.4917 2.0031
C 4.3900 -3.8102 0.2674
C 4.9688 -2.4937 0.7764
C 4.1080 -1.2996 0.4883
N 2.8292 -1.2350 0.6328
N 2.2799 -0.0045 0.3594
C 3.1887 0.8650 -0.0138
N 2.8987 2.1330 -0.3368
S 4.7884 0.2062 -0.0451
H 5.0501 -4.6334 0.5327
H 4.3078 -3.8075 -0.8230
H 3.4157 -4.0161 0.7138
H 5.9568 -2.3267 0.3474
H 5.1072 -2.5404 1.8593
H 1.9532 2.4660 -0.1690
H 3.6286 2.7873 -0.5530
C -2.3989 4.1075 1.1724
Si -0.7089 4.0585 0.4179
C -0.5747 4.8289 -1.2528
C 0.4863 5.1204 1.6614
O 0.1654 2.7293 0.6745
H -2.8069 5.1184 1.1147
H -2.3850 3.8033 2.2197
H -3.0787 3.4498 0.6272
H -1.1103 5.7797 -1.2784
H -1.0268 4.1742 -2.0016
H 0.4620 5.0077 -1.5383
H -0.0617 6.0634 1.5716
H 1.4843 5.1703 1.2421
H 0.4489 4.7035 2.6605
C 1.4667 -3.2258 -2.9169
N 1.4321 -3.1977 -1.4528
C 0.4461 -2.8476 -0.6502
S 0.7616 -2.7276 1.0627
N -0.8047 -2.6082 -1.0060
C -1.5116 -2.9908 -2.2305
H 2.4508 -3.5824 -3.2064
H 1.3223 -2.2285 -3.3296
H 0.7292 -3.9115 -3.3220
H 2.3048 -3.3763 -0.9792
H -1.3664 -2.1901 -0.2639
H -1.0540 -2.5587 -3.1149
H -2.5226 -2.6025 -2.1475
H -1.5652 -4.0742 -2.3267
C -4.4426 -1.8816 0.8331
P -3.0403 -0.7115 0.9283
C -3.4982 0.4898 -0.3765
C -3.4822 0.2282 2.4370
H -5.3959 -1.3576 0.9213
H -4.3691 -2.6160 1.6353
H -4.4310 -2.4170 -0.1172
H -4.5033 0.8884 -0.2258
H -3.4580 0.0114 -1.3561
H -2.7831 1.3137 -0.3824
H -4.5316 0.5268 2.4161
H -2.8712 1.1298 2.5147
H -3.3089 -0.3797 3.3253
*
```

The value obtained for the total energy is -2463.34037 a.u. Its gap between HOMO and LUMO (spin up / spin down) is 6.3 / 5.7 eV. The energy above the lowest of the compared OMol25 structures with the same formula, charge and spin is 17.1 kJ/mol.

Results of the Löwdin charge analysis, in e, for atoms 1 through 6:
1. Tl 0.86
2. C -0.09
3. C -0.21
4. C -0.58
5. N -0.10
6. N -0.13

(4)
Here is a molecular structure, C13H34Br3NaO13P2SSi2V at a distorted geometry from the Open Molecules 2025 dataset. Energies are from the ωB97M-V functional and the def2-TZVPD basis.

```
! RIJCOSX wB97M-V def2-TZVPD def2/J DEFGRID3
* xyz 1 1
C 0.9932 2.2567 -1.1216
C 1.5666 1.3107 -0.5884
Si 2.2148 0.0797 0.6555
C 1.0059 -0.4236 2.0559
O 0.1954 0.6371 2.6084
C -0.9754 0.9394 1.8402
O -1.7995 -0.1749 1.5008
C -2.9409 -0.3146 2.3677
C -2.5946 -0.5925 3.8876
O -2.4514 -2.0196 4.1663
O 2.8295 -1.2511 -0.2090
Si 1.6056 -2.1506 -1.0351
C 1.4695 -1.7925 -2.9089
O 0.0584 -1.6733 -3.2363
C -0.4070 -0.3199 -3.0146
C -1.7739 -0.0395 -3.7983
C -2.9357 0.1434 -2.7223
P 1.8510 -4.3447 -0.6614
C 0.8665 -4.7178 0.9266
O 1.0849 -5.1925 -1.9549
P 3.9497 1.0909 1.6418
O 3.9159 2.7595 1.4573
O 3.8795 0.7292 3.3143
S 5.5430 0.2476 0.9515
H 0.3789 3.0341 -1.6508
H 1.6870 -0.7870 2.9257
H 0.4237 -1.3598 1.7549
H -1.6166 1.6123 2.5094
H -0.7496 1.5879 0.9302
H -3.6902 0.5427 2.2812
H -3.5051 -1.2341 1.9982
H -3.4360 -0.1372 4.5044
H -1.6402 -0.1039 4.2492
H -1.5557 -2.2169 3.8215
H 0.2731 -1.8212 -0.4581
H 2.0709 -0.8747 -3.2105
H 1.8727 -2.6536 -3.5188
H 0.3696 0.4270 -3.3589
H -0.6073 -0.1107 -1.9210
H -1.9838 -0.8713 -4.5409
H -1.6924 0.9589 -4.3383
H -2.7600 -0.4231 -1.7551
H -3.9106 -0.2568 -3.1537
H -3.1381 1.2485 -2.4802
H -0.1014 -5.2540 0.6656
H 1.4553 -5.4065 1.6048
H 0.6286 -3.7489 1.4623
H 0.2903 -4.6524 -2.1640
H 3.1412 3.0616 0.9267
H 2.9997 0.9904 3.6665
Na 1.2121 -1.0097 4.7309
O -4.2432 2.6938 -3.4731
H -4.9560 2.1473 -3.1380
O -4.0549 3.2737 -0.2685
H -3.7089 2.4569 0.1472
H -4.7881 3.6601 0.2554
H -4.3328 3.1092 -1.2292
C -5.9092 -2.7439 -1.5486
Br -5.8818 -0.8826 -1.0061
Br -7.2211 -3.0666 -2.9315
Br -4.1500 -3.3688 -2.0624
H -6.2117 -3.3231 -0.6807
C 8.2763 2.8819 1.4543
O 9.1309 3.8117 1.1255
H 8.4548 1.8670 1.0483
H 8.1453 2.6735 2.5350
H 7.2109 3.0440 1.1432
O 5.0982 5.9214 -1.4660
V 3.5619 5.3519 -0.9920
O 2.0123 4.7636 -0.5172
*
```

The value obtained for the total energy is -11981.29638 a.u. Its gap between HOMO and LUMO is 1.6 eV. The energy above the lowest of the compared OMol25 structures with the same formula, charge and spin is 0.0 kJ/mol.

Results of the Löwdin charge analysis, in e, for atoms 1 through 6:
1. C 0.04
2. C -0.16
3. Si 0.38
4. C -0.27
5. O -0.19
6. C -0.22